P.
This record from the OMol25 dataset describes a cluster of 2 separate species, C2H12N4 in total. The level of theory is ωB97M-V with the def2-TZVPD basis set.

Values from the calculation:
- SMILES = NCN.NCN
- highest occupied orbital energy (eV) = -8.40

Positions of all 18 atoms, in Å:
N 3.749 1.709 -1.772
C 2.573 2.133 -1.044
N 1.760 1.013 -0.697
H 4.488 2.386 -1.853
H 3.952 1.002 -2.458
H 2.925 2.784 -0.225
H 1.891 2.823 -1.684
H 0.773 1.100 -0.838
H 2.115 0.507 0.095
N -2.517 -1.123 0.060
C -2.533 -1.292 1.498
N -2.748 -2.622 2.124
H -3.243 -0.449 -0.200
H -2.952 -1.917 -0.410
H -1.532 -0.952 1.851
H -3.339 -0.706 1.954
H -3.444 -3.183 1.626
H -1.919 -3.214 1.972

natural (NBO) atomic charge list, values in e, 8 entries: atom 1 (N): -0.899, atom 2 (C): -0.022, atom 3 (N): -0.865, atom 4 (H): 0.356, atom 5 (H): 0.387, atom 6 (H): 0.156, atom 7 (H): 0.133, atom 8 (H): 0.383

Q.
This record from the OMol25 dataset describes a cluster of 2 separate species, C2H12N4 in total. The level of theory is ωB97M-V with the def2-TZVPD basis set.

Values from the calculation:
- SMILES = NCN.NCN
- highest occupied orbital energy (eV) = -9.04

Positions of all 18 atoms, in Å:
N -3.248 0.237 0.198
C -2.159 0.963 -0.488
N -1.263 0.022 -1.122
H -3.569 -0.478 -0.447
H -4.021 0.836 0.444
H -1.622 1.500 0.293
H -2.538 1.649 -1.248
H -1.317 -0.040 -2.123
H -1.363 -0.876 -0.740
N 3.379 -0.267 -0.035
C 1.929 -0.424 0.110
N 1.528 -0.538 1.509
H 3.821 -1.077 0.390
H 3.573 -0.380 -1.023
H 1.651 -1.381 -0.356
H 1.432 0.388 -0.409
H 0.520 -0.429 1.533
H 1.845 0.296 2.008

natural (NBO) atomic charge list, values in e, 8 entries: atom 1 (N): -0.853, atom 2 (C): -0.042, atom 3 (N): -0.854, atom 4 (H): 0.348, atom 5 (H): 0.361, atom 6 (H): 0.162, atom 7 (H): 0.156, atom 8 (H): 0.365

Winner for stability: Q

P.
This record from the OMol25 dataset describes the molecule C25H30N2O5. The level of theory is ωB97M-V with the def2-TZVPD basis set.

Values from the calculation:
- SMILES = CCOc1ccc([C@H]2/C(=C(/O)c3ccccc3)C(=O)C(=O)N2CCCN(C)C)cc1OC
- highest occupied orbital energy (eV) = -8.11

Positions of all 62 atoms, in Å:
C 2.752 3.432 -2.580
C 1.294 3.871 -2.484
O 0.736 3.632 -1.207
C 0.444 2.360 -0.828
C 0.439 1.246 -1.651
C 0.100 -0.002 -1.153
C -0.217 -0.160 0.183
C -0.596 -1.524 0.715
C -1.761 -2.080 -0.058
C -2.939 -1.462 -0.357
O -3.821 -2.017 -1.172
C -3.269 -0.118 0.158
C -3.343 0.121 1.526
C -3.614 1.394 1.991
C -3.791 2.439 1.098
C -3.723 2.202 -0.264
C -3.477 0.926 -0.736
C -1.376 -3.312 -0.694
O -2.076 -3.986 -1.443
C 0.063 -3.576 -0.282
O 0.760 -4.524 -0.566
N 0.428 -2.531 0.502
C 1.722 -2.454 1.132
C 2.669 -1.479 0.428
C 4.047 -1.469 1.084
N 4.991 -0.657 0.334
C 6.359 -0.956 0.705
C 4.724 0.761 0.458
C -0.216 0.950 1.021
C 0.095 2.206 0.534
O 0.104 3.349 1.271
C -0.276 3.276 2.622
H 2.847 2.357 -2.448
H 3.153 3.704 -3.553
H 3.335 3.926 -1.807
H 0.690 3.399 -3.269
H 1.224 4.956 -2.604
H 0.691 1.334 -2.695
H 0.101 -0.856 -1.812
H -0.805 -1.448 1.792
H -3.454 -2.885 -1.492
H -3.211 -0.696 2.219
H -3.689 1.572 3.055
H -3.987 3.436 1.464
H -3.865 3.014 -0.961
H -3.427 0.732 -1.796
H 1.588 -2.156 2.178
H 2.141 -3.463 1.098
H 2.780 -1.774 -0.615
H 2.235 -0.480 0.457
H 4.431 -2.492 1.101
H 3.958 -1.125 2.132
H 6.556 -2.012 0.529
H 6.575 -0.727 1.761
H 7.031 -0.371 0.079
H 3.729 0.986 0.079
H 4.792 1.115 1.500
H 5.449 1.310 -0.141
H -0.467 0.817 2.062
H -0.236 4.299 2.993
H -1.295 2.888 2.731
H 0.414 2.655 3.204

natural (NBO) atomic charge list, values in e, 8 entries: atom 1 (C): -0.640, atom 2 (C): -0.062, atom 3 (O): -0.497, atom 4 (C): 0.328, atom 5 (C): -0.320, atom 6 (C): -0.174, atom 7 (C): -0.075, atom 8 (C): -0.053

Q.
This record from the OMol25 dataset describes a structure of composition C25H30N2O5. The level of theory is ωB97M-V with the def2-TZVPD basis set.

Values from the calculation:
- highest occupied orbital energy (eV) = -7.77

Positions of all 62 atoms, in Å:
C -4.102 3.771 4.511
C -3.291 3.542 3.328
C -2.549 4.278 2.619
C -1.808 3.378 1.565
C -0.846 3.607 0.367
C -0.377 2.376 -0.214
C -0.828 1.098 0.142
C -2.057 0.886 1.026
C -2.385 1.979 1.764
O -3.191 2.156 2.859
C -2.639 -0.605 1.496
H -3.386 -0.524 2.098
H -2.896 -0.765 0.326
H -1.784 -1.140 1.826
O -0.775 0.022 -0.733
C 0.315 0.004 -1.553
O 0.540 -0.876 -2.230
C 0.930 1.316 -1.902
C 0.335 2.491 -1.222
C 1.153 3.728 -1.447
H 1.688 3.718 -2.539
H 0.400 4.376 -1.565
H 1.684 4.024 -0.618
C 2.002 1.139 -2.827
H 1.584 1.968 -3.805
H 1.714 0.347 -3.475
C 3.427 1.332 -2.393
C 3.157 0.165 -1.106
O 3.063 0.449 -0.002
N 3.800 -0.969 -1.462
H 3.796 -1.268 -2.468
C 3.565 -2.154 -0.745
H 4.538 -2.665 -0.503
C 2.582 -3.041 -1.173
H 2.932 -3.776 -1.882
H 1.573 -2.553 -1.401
C 1.769 -3.855 -0.056
N 0.824 -4.585 -0.110
C 0.593 -5.923 -0.543
O 1.535 -6.840 -0.373
C -0.717 -6.102 -0.829
H -0.730 -7.087 -1.585
C -1.347 -4.903 -1.321
H -2.353 -4.735 -1.098
H -1.367 -4.760 -2.423
C -0.594 -3.688 -0.482
H -0.355 -2.784 -1.007
H -0.933 -3.461 0.497
H -1.454 -6.671 -0.109
H 1.681 -3.356 0.927
H 2.510 -4.650 0.414
H 3.292 -1.724 0.346
H 3.328 2.343 -1.862
H 4.159 1.090 -2.983
H -0.385 4.590 0.482
C -2.120 5.625 2.908
H -1.099 5.847 2.824
H -2.717 5.998 3.483
H -2.448 6.131 1.813
H -4.642 4.700 4.464
H -4.783 2.968 4.561
H -3.510 4.019 5.399

natural (NBO) atomic charge list, values in e, 8 entries: atom 1 (C): -0.676, atom 2 (C): 0.319, atom 3 (C): -0.101, atom 4 (C): -0.012, atom 5 (C): -0.214, atom 6 (C): -0.218, atom 7 (C): 0.353, atom 8 (C): -0.077

Winner for stability: P